ORCA calculation (ωB97M-V with the def2-TZVPD basis set) on a molecular structure, C30H27AsF6LiNO.

Atoms and positions in Å:
Li1 3.23948 1.01331 1.31518
C1 -1.15042 -5.11579 0.83398
C2 -0.74335 -3.67214 0.74186
C3 0.49064 -3.28180 0.25609
C4 0.85146 -1.94213 0.15425
C5 2.22448 -1.65688 -0.37038
C6 -0.04040 -0.93366 0.54461
As1 0.33411 1.03373 0.68156
N1 1.83994 1.23169 -0.25117
C7 2.11766 2.05998 -1.25098
C8 1.24609 3.05556 -1.76335
C9 1.54607 3.76744 -2.89825
C10 2.74821 3.57924 -3.56785
C11 3.67267 2.69136 -3.01892
C12 3.37738 1.95440 -1.90126
C13 -1.18953 1.54892 -0.61130
C14 -1.40206 0.97274 -1.86521
C15 -0.46732 -0.06539 -2.41096
C16 -2.46125 1.38637 -2.66939
C17 -3.33768 2.37551 -2.26389
C18 -4.47481 2.83655 -3.13518
C19 -3.10795 2.97278 -1.03341
C20 -2.05077 2.58552 -0.22515
C21 -1.81303 3.34994 1.04572
C22 -1.28208 -1.33522 1.05715
C23 -2.29542 -0.34030 1.53888
C24 -1.61465 -2.67794 1.15184
H1 -0.34658 -5.77217 0.50705
H2 -2.02160 -5.29954 0.20234
H3 -1.41789 -5.37986 1.85758
H4 1.20254 -4.04101 -0.05037
H5 2.71745 -2.58208 -0.67513
H6 2.83100 -1.17291 0.38917
H7 2.19193 -0.97575 -1.21403
H8 0.32040 3.25091 -1.23397
H9 0.82888 4.49580 -3.27112
H10 2.97166 4.12937 -4.47842
H11 4.64530 2.58884 -3.49407
H12 4.09741 1.27728 -1.45840
H13 0.53981 0.13296 -2.05597
H14 -0.46694 -0.04295 -3.50252
H15 -0.76100 -1.06616 -2.08528
H16 -2.59741 0.92962 -3.64631
H17 -4.51732 2.26385 -4.05976
H18 -4.35677 3.88965 -3.39276
H19 -5.43053 2.73111 -2.62052
H20 -3.76610 3.77075 -0.70867
H21 -2.50121 4.19181 1.12608
H22 -0.78918 3.72870 1.06350
H23 -1.94003 2.71061 1.91856
H24 -1.79464 0.46458 2.07194
H25 -3.00972 -0.81863 2.20593
H26 -2.84572 0.08708 0.70223
H27 -2.57916 -2.96046 1.55914
F1 4.67160 1.70080 1.63399
F2 0.65280 -4.90255 4.54980
C25 1.06235 -3.70374 4.04848
C26 2.34689 -3.54595 3.54255
F3 3.20157 -4.60239 3.57306
C27 2.75511 -2.33527 3.02742
F4 4.01749 -2.24791 2.53348
C28 1.92549 -1.17064 2.98547
O1 2.25943 -0.07744 2.48505
C29 0.64959 -1.38492 3.59378
F5 -0.17090 -0.30985 3.69491
C30 0.21367 -2.60249 4.05508
F6 -1.04714 -2.74289 4.53624

Cartesian forces, eV/Å:
-0.420 -0.155 -0.084
0.015 0.067 -0.017
-0.071 -0.002 0.064
-0.194 -0.075 0.010
0.208 0.133 -0.094
0.175 -0.070 -0.172
-0.106 0.003 0.062
-0.948 0.146 -0.258
0.504 -0.529 0.671
-0.254 0.311 -0.347
-0.230 0.027 0.333
0.034 0.254 -0.363
0.047 0.272 -0.298
0.134 0.083 -0.306
0.094 -0.137 0.207
0.133 -0.059 -0.069
0.138 -0.129 -0.027
-0.014 -0.072 -0.073
-0.179 0.008 -0.038
-0.001 -0.011 -0.042
0.076 -0.011 0.064
-0.092 -0.024 -0.084
0.049 0.053 0.105
0.046 0.015 0.069
-0.082 0.023 0.021
-0.089 0.004 -0.035
0.010 -0.137 -0.141
0.061 -0.074 -0.004
-0.048 -0.096 -0.013
0.002 -0.053 0.058
0.056 -0.001 -0.011
-0.019 -0.055 0.035
0.096 -0.001 0.012
0.083 0.060 -0.072
0.106 0.026 -0.159
0.023 -0.025 0.014
0.015 -0.015 0.110
-0.016 -0.082 0.050
0.069 -0.002 -0.044
0.118 -0.111 -0.032
0.005 0.005 -0.011
0.068 -0.018 0.015
0.048 -0.021 -0.005
-0.021 -0.038 -0.067
-0.029 0.075 -0.056
-0.087 -0.014 0.002
-0.027 0.116 0.077
-0.037 0.046 -0.001
-0.043 0.031 0.135
0.072 0.021 0.109
-0.136 0.119 0.088
-0.031 -0.033 0.133
-0.055 0.097 -0.038
-0.092 0.034 0.066
0.775 0.373 0.045
0.014 0.114 -0.093
0.075 -0.019 -0.020
-0.214 -0.161 0.163
-0.215 0.235 -0.066
0.253 0.227 -0.144
-0.306 -0.039 0.103
-0.239 -1.056 0.629
0.276 0.566 -0.253
0.128 0.358 -0.062
0.025 -0.376 0.032
-0.008 -0.237 0.145
0.270 0.037 -0.025

Output
Energy relative to the best compared isomer or geometry (same formula, charge and spin) ... 0.000 eV
Lowest unoccupied orbital energy ... 0.1598 Eh
Total charge ... -2
Multiplicity ... 1
HOMO-LUMO gap ... 5.23 eV
HOMO level ... -0.88 eV



ORCA calculation (ωB97M-V with the def2-TZVPD basis set) on a molecular structure, C9H16AuN5O2P.

Atoms and positions in Å:
Au1 0.61808 1.50537 -0.29450
N1 -0.30464 -1.84718 -1.26317
N2 0.86853 -2.28736 -1.85751
C1 2.03402 -1.64473 -1.67523
N3 3.12877 -2.13589 -2.24459
N4 1.99334 -0.50621 -0.97564
N5 3.09407 0.15786 -0.62858
O1 2.85347 1.26392 -0.09064
O2 4.23055 -0.25344 -0.79210
H1 -0.57892 -2.46021 -0.50578
H2 -1.04570 -1.78808 -1.95004
H3 0.87541 -3.15436 -2.37049
H4 3.12215 -2.98308 -2.78652
H5 4.00959 -1.70505 -2.01097
C2 -1.71329 3.78309 -1.30816
P1 -1.52433 2.08796 -0.68334
C3 -2.74401 2.00810 0.65647
C4 -2.15989 1.02356 -2.00555
C5 -1.54205 1.08784 -3.25461
C6 -1.95273 0.25456 -4.28124
C7 -2.97013 -0.66630 -4.06353
C8 -3.57733 -0.74662 -2.81906
C9 -3.17451 0.09525 -1.79014
H6 -1.03899 3.95222 -2.14546
H7 -1.45382 4.48070 -0.51254
H8 -2.74226 3.95046 -1.62673
H9 -3.73827 2.22561 0.26624
H10 -2.48076 2.75399 1.40547
H11 -2.73746 1.03075 1.13641
H12 -0.73679 1.79492 -3.42011
H13 -1.47992 0.32157 -5.25220
H14 -3.28904 -1.31964 -4.86481
H15 -4.37378 -1.45955 -2.64873
H16 -3.66394 0.03188 -0.82602

Cartesian forces, eV/Å:
-0.295 0.160 0.041
-0.198 0.095 0.072
0.160 0.009 0.031
0.461 0.158 -0.178
0.020 -0.204 -0.044
-0.705 0.039 0.287
0.562 -0.309 -0.251
-0.049 -0.185 -0.079
-0.303 0.293 0.144
0.039 -0.064 -0.012
-0.003 0.097 -0.055
0.049 -0.086 -0.031
-0.086 -0.013 0.036
0.076 0.037 0.008
0.031 -0.101 -0.002
0.002 0.187 0.002
0.212 -0.106 0.038
0.049 -0.094 0.029
-0.035 0.042 0.062
0.060 0.006 -0.036
0.013 -0.053 0.010
-0.035 -0.054 0.013
-0.017 0.133 0.040
-0.014 0.008 -0.013
0.012 0.007 -0.001
-0.002 0.008 0.004
0.001 0.007 -0.009
0.011 0.008 -0.003
-0.011 0.003 -0.011
0.009 -0.024 -0.050
-0.002 0.005 0.002
-0.015 0.013 -0.004
0.002 0.013 -0.002
0.002 -0.033 -0.039

Output
Lowest unoccupied orbital energy ... -0.1210 Eh
Total charge ... +1
Multiplicity ... 1
HOMO-LUMO gap ... 8.95 eV
HOMO level ... -12.24 eV



ORCA calculation (ωB97M-V with the def2-TZVPD basis set) on 2 unconnected molecules or ions with the total composition C13H31NO4P2.

Atoms and positions in Å:
C1 -2.01245 1.60924 4.81518
O1 -2.52520 0.46032 4.17943
C2 -1.56781 -0.51028 3.79855
C3 -1.67121 -0.78099 2.30703
C4 -2.91048 -1.59028 1.93669
C5 -3.15377 -1.70229 0.42969
C6 -3.72462 -0.42491 -0.21148
C7 -2.67319 0.51501 -0.83026
C8 -2.56415 0.38856 -2.35296
C9 -2.16907 -1.00126 -2.85324
P1 -0.39733 -1.50612 -2.43263
P2 1.76487 -2.17089 -1.91980
O2 2.56602 -2.58348 -3.08497
O3 1.68220 -3.35024 -0.78714
O4 2.45148 -0.96786 -1.05649
H1 -1.04208 1.89977 4.39681
H2 -1.89764 1.45265 5.89449
H3 -2.71686 2.42460 4.65227
H4 -0.55764 -0.17787 4.06130
H5 -1.76554 -1.43223 4.36076
H6 -0.76716 -1.30778 1.97446
H7 -1.68192 0.18686 1.79825
H8 -3.78429 -1.12348 2.40330
H9 -2.82444 -2.59083 2.37283
H10 -3.81958 -2.54666 0.23666
H11 -2.20374 -1.94829 -0.06475
H12 -4.44427 -0.70270 -0.98773
H13 -4.29652 0.12092 0.54436
H14 -2.91937 1.55366 -0.59743
H15 -1.70303 0.33191 -0.35849
H16 -1.85065 1.12918 -2.73357
H17 -3.53871 0.65292 -2.77685
H18 -2.84925 -1.75954 -2.44925
H19 -2.26936 -1.04127 -3.94271
H20 -0.13056 -0.29760 -1.73461
H21 -0.81493 -2.71554 -1.79734
H22 0.03560 -1.57543 -3.77581
H23 0.89998 -3.28734 -0.21991
H24 2.69709 -1.28661 -0.17497
C10 6.09658 2.55921 -0.10842
C11 5.40925 1.56664 -1.03643
C12 4.55960 2.24280 -2.11546
C13 3.44388 2.99858 -1.54559
N1 2.56921 3.59244 -1.09801
H25 5.36688 3.16635 0.42969
H26 6.70919 2.04000 0.62835
H27 6.74704 3.23421 -0.66826
H28 4.77299 0.89137 -0.46211
H29 6.15304 0.94654 -1.53927
H30 4.14874 1.49462 -2.79501
H31 5.17320 2.92338 -2.70919

Cartesian forces, eV/Å:
0.073 -0.005 0.063
-0.139 0.061 -0.128
0.055 -0.137 0.122
0.025 0.045 -0.040
-0.054 0.067 -0.009
0.083 0.048 -0.037
0.032 0.016 -0.007
-0.033 0.007 0.024
-0.019 -0.038 0.040
-0.051 -0.046 0.036
-0.340 0.172 -0.161
0.202 -0.062 -0.109
-0.027 0.016 0.149
-0.135 0.019 0.100
-0.024 -0.146 0.278
-0.051 0.017 0.001
0.036 0.000 -0.043
-0.008 -0.045 0.029
-0.039 0.036 -0.029
0.054 0.026 -0.002
-0.050 -0.009 -0.001
0.026 -0.015 0.023
0.020 -0.048 -0.013
0.040 0.021 -0.003
-0.038 0.038 0.030
-0.061 -0.088 0.039
0.000 0.047 0.022
0.009 -0.060 -0.005
0.006 -0.017 -0.010
-0.028 0.025 -0.044
-0.013 -0.013 0.033
0.071 0.040 -0.047
0.028 0.021 -0.018
0.018 -0.027 0.027
0.068 -0.031 0.015
0.050 0.026 0.007
0.033 -0.023 0.009
0.167 -0.038 -0.130
0.061 0.169 -0.212
-0.027 0.001 -0.014
0.053 -0.023 0.081
0.032 -0.131 -0.003
-0.020 0.064 -0.083
-0.005 -0.023 0.049
-0.003 0.006 -0.008
0.000 0.005 0.004
0.002 0.002 0.001
-0.006 -0.016 -0.023
-0.012 -0.003 -0.015
-0.027 0.010 0.007
-0.038 0.041 0.005

Output
Lowest unoccupied orbital energy ... 0.0043 Eh
Multiplicity ... 1
HOMO-LUMO gap ... 8.48 eV
HOMO level ... -8.36 eV
SMILES string ... COCCCCCCCC[PH3]P(=O)(O)O.CCCC#N



ORCA calculation (ωB97M-V with the def2-TZVPD basis set) on 5 unconnected molecules or ions with the total composition C41H65FN2O10PS.

Atoms and positions in Å:
C1 -0.58050 5.11830 4.30599
C2 -0.57440 3.59117 4.42330
O1 0.55346 3.05163 5.09641
C3 -0.78122 2.87842 3.06166
C4 -0.36899 1.43198 3.14471
C5 -1.33126 0.55374 3.62550
C6 -2.75228 0.93756 3.97517
C7 -3.75966 0.36804 2.96616
C8 -3.58324 0.88935 1.53318
C9 -4.84165 1.34712 0.82261
C10 -4.71220 2.21033 -0.26495
C11 -5.82319 2.65968 -0.95964
C12 -7.09486 2.25658 -0.56959
C13 -7.23749 1.39181 0.49984
C14 -6.11817 0.94042 1.18705
C15 -1.05320 -0.81916 3.84700
C16 0.17094 -1.34570 3.61161
S1 0.43001 -3.07460 3.91562
C17 1.17831 -0.47589 3.09939
C18 2.42486 -1.01359 2.83798
N1 3.44168 -0.30112 2.37813
C19 4.68087 -1.05885 2.10184
N2 4.80269 -1.24253 0.67543
C20 3.29840 1.04868 2.11761
C21 4.53516 1.79391 1.65674
C22 4.63499 2.07767 0.13019
C23 5.82804 1.48806 -0.61515
F1 3.44407 1.66543 -0.47556
C24 2.07203 1.64802 2.30830
P1 1.98851 3.39822 1.78072
O2 1.87610 4.40835 2.85344
C25 0.93801 0.91498 2.84972
H1 -0.65302 5.44775 3.27189
H2 -1.38772 5.55443 4.89021
H3 0.35314 5.53001 4.68770
H4 -1.44174 3.32199 5.03405
H5 1.21035 3.74798 5.19291
H6 -0.36070 3.44191 2.24074
H7 -1.85328 2.90967 2.87732
H8 -2.87832 2.00470 4.12700
H9 -2.96244 0.47074 4.94093
H10 -4.76266 0.54308 3.34724
H11 -3.63286 -0.71730 2.96073
H12 -3.12049 0.11733 0.91300
H13 -2.89250 1.73417 1.53154
H14 -3.72585 2.53214 -0.58129
H15 -5.68629 3.32214 -1.80436
H16 -7.95876 2.62144 -1.11017
H17 -8.21646 1.05965 0.81241
H18 -6.27186 0.25410 2.00811
H19 -1.83418 -1.46467 4.22671
H20 1.28520 -2.93752 4.93716
H21 2.59557 -2.06736 2.99871
H22 5.52658 -0.56384 2.57833
H23 4.55496 -2.02494 2.58789
H24 5.74676 -1.09586 0.34781
H25 4.19150 -0.62002 0.16410
H26 5.44169 1.30562 1.99723
H27 4.51957 2.75173 2.17684
H28 4.68510 3.16084 0.00970
H29 5.49596 0.67883 -1.26318
H30 6.28143 2.24166 -1.25450
H31 6.59464 1.12544 0.06684
H32 0.98577 3.37465 0.80286
H33 3.11574 3.62740 1.00337
O3 -8.28440 -1.46345 0.51535
C26 -9.03362 -1.85655 -0.33767
O4 -9.57428 -3.08048 -0.19731
C27 -10.59479 -3.58890 -1.06531
C28 -10.02195 -4.21447 -2.31929
C29 -9.32202 -1.04970 -1.58256
H34 -11.32825 -2.81336 -1.28871
H35 -11.10441 -4.34359 -0.46961
H36 -9.48885 -3.48391 -2.92795
H37 -10.82035 -4.64532 -2.92332
H38 -9.31892 -5.00428 -2.05590
H39 -8.51952 -1.22626 -2.29799
H40 -9.31637 0.00338 -1.31415
H41 -10.27339 -1.27709 -2.05489
O5 8.11701 -6.23952 -2.19118
C30 7.10241 -6.26580 -1.55286
O6 6.09957 -5.43594 -1.90492
C31 4.80141 -5.47801 -1.30097
C32 4.74860 -4.65613 -0.03296
C33 6.95074 -7.14971 -0.33483
H42 4.47961 -6.50882 -1.14670
H43 4.13388 -5.04216 -2.04090
H44 5.42510 -5.04994 0.72977
H45 3.73592 -4.64033 0.37022
H46 5.04375 -3.63293 -0.25126
H47 7.39523 -6.63771 0.51796
H48 7.50650 -8.06559 -0.51602
H49 5.92480 -7.41322 -0.09309
O7 2.76056 -2.71250 -1.61159
C34 1.97630 -1.84333 -1.88962
O8 0.68167 -2.02612 -1.56558
C35 -0.30192 -0.99103 -1.70328
C36 -0.86845 -0.91931 -3.10451
C37 2.39018 -0.59126 -2.62347
H50 0.10340 -0.03174 -1.37647
H51 -1.08422 -1.26627 -0.99722
H52 -0.10114 -0.66249 -3.83480
H53 -1.65422 -0.16545 -3.15410
H54 -1.29032 -1.88314 -3.38804
H55 2.40426 -0.80021 -3.69236
H56 3.39829 -0.32936 -2.31295
H57 1.76062 0.27452 -2.44320
O9 2.02944 2.80574 -2.70842
C38 2.47577 3.02089 -3.80584
O10 3.12846 2.02398 -4.43024
C39 3.55824 2.10058 -5.79881
C40 4.89845 2.78889 -5.94009
C41 2.38040 4.37881 -4.45668
H58 2.78717 2.56528 -6.41371
H59 3.63543 1.06247 -6.11633
H60 4.85608 3.82739 -5.61131
H61 5.22074 2.77323 -6.98070
H62 5.64859 2.27772 -5.33670
H63 3.19556 4.99741 -4.08245
H64 1.43795 4.82990 -4.15821
H65 2.42296 4.36044 -5.54189

Cartesian forces, eV/Å:
0.213 -0.033 0.090
-0.291 -0.019 -0.024
0.071 0.122 0.099
-0.087 0.179 0.331
-0.060 -0.154 -0.166
-0.049 -0.104 -0.008
0.089 -0.211 0.177
0.223 -0.260 -0.085
-0.225 0.105 -0.006
-0.056 0.093 0.028
-0.056 0.004 -0.090
0.114 -0.078 0.040
0.048 0.094 -0.133
0.002 0.156 0.003
0.013 -0.056 0.051
0.038 0.069 -0.152
-0.025 0.151 0.157
-0.009 -0.176 -0.127
0.054 0.163 -0.041
-0.075 0.163 -0.108
-0.061 -0.120 0.330
-0.019 -0.054 -0.303
0.172 0.278 0.102
0.018 -0.078 -0.071
-0.047 0.138 -0.010
0.196 0.155 0.049
-0.134 0.008 -0.007
0.164 -0.095 0.074
0.012 -0.167 -0.005
-0.175 0.490 0.249
-0.016 -0.078 0.055
-0.036 -0.014 -0.033
-0.088 0.032 -0.016
-0.074 0.019 -0.065
0.025 0.014 -0.022
0.087 -0.184 0.066
0.066 -0.026 -0.188
0.240 -0.016 0.027
0.095 0.080 -0.206
-0.095 -0.014 -0.106
-0.021 0.072 0.052
-0.013 0.173 -0.011
-0.142 -0.034 0.033
0.112 -0.023 0.046
0.061 -0.008 -0.054
0.041 0.016 0.045
-0.066 0.037 0.001
-0.045 -0.019 0.036
0.014 -0.032 -0.007
0.015 -0.059 -0.010
-0.042 0.062 0.064
0.022 0.045 0.095
0.032 -0.020 -0.069
0.014 0.074 -0.022
-0.003 0.034 0.140
0.029 -0.088 -0.013
-0.069 -0.132 -0.130
-0.025 -0.148 0.026
0.131 -0.050 0.046
-0.172 -0.001 -0.041
0.047 -0.086 0.040
0.012 0.011 -0.029
0.042 -0.039 0.000
-0.025 -0.094 -0.095
-0.085 -0.187 -0.158
-0.016 -0.038 0.037
0.085 -0.075 -0.095
-0.062 -0.002 0.100
-0.069 -0.074 -0.111
0.118 0.050 0.018
-0.237 0.079 0.095
0.027 0.021 -0.009
0.026 0.005 0.040
-0.047 0.020 -0.020
-0.012 -0.009 0.009
-0.028 -0.027 0.005
0.014 -0.007 -0.010
0.123 0.001 0.014
0.047 -0.058 -0.050
0.048 0.011 -0.015
0.045 0.027 0.124
-0.055 -0.013 -0.129
-0.169 0.023 0.064
0.223 -0.051 0.111
-0.160 -0.173 -0.137
0.053 -0.005 0.018
0.041 0.029 -0.034
-0.046 -0.076 -0.008
-0.031 0.014 -0.053
-0.102 0.029 -0.008
0.007 0.009 0.013
0.103 0.056 0.013
0.006 0.072 0.051
-0.007 0.021 0.041
0.080 0.004 -0.173
-0.047 0.011 0.187
-0.114 0.071 -0.053
0.085 -0.072 -0.057
-0.052 0.102 0.262
0.038 0.003 -0.024
0.011 -0.052 0.015
0.001 0.056 0.019
-0.017 0.003 0.016
-0.032 0.007 0.019
-0.002 -0.018 -0.017
0.052 -0.092 -0.111
0.001 0.011 -0.097
-0.068 0.025 0.027
0.096 0.097 -0.011
-0.091 -0.121 0.048
0.110 0.044 -0.156
-0.007 0.051 0.142
-0.209 -0.084 -0.148
-0.005 0.026 0.032
-0.022 -0.021 0.046
-0.022 0.015 -0.052
-0.001 -0.016 -0.009
0.009 -0.032 -0.035
0.019 0.011 -0.003
0.041 0.025 0.105
0.089 0.008 0.017

Output
Energy relative to the best compared isomer or geometry (same formula, charge and spin) ... 0.000 eV
Lowest unoccupied orbital energy ... -0.1426 Eh
Total charge ... +1
Multiplicity ... 1
HOMO-LUMO gap ... 6.76 eV
HOMO level ... -10.64 eV



| no. | largest force on an atom (hartree/bohr) |
| --- | --- |
| 1 | 0.02435 |
| 2 | 0.01483 |
| 3 | 0.00804 |
| 4 | 0.01121 |